(1)
87
Properties=species:S:1:pos:R:3:mulliken_charge:R:1 method="wB97M-V/def2-TZVPD" gap_ev=8.50 total_energy_ev=-58480.84791 charge=0 e_lumo_ev=0.38
C 0.76816 -2.12699 -1.45177 -1.06
C -2.93781 1.56274 -5.78027 -0.12
C 5.60411 1.26840 6.37960 -0.09
H -6.36997 5.68731 -8.55853 0.30
H -5.16973 -1.19557 -4.39475 0.41
H 2.93692 2.18949 3.85543 0.20
H 2.80138 -1.06541 -6.48162 0.32
H 5.97112 2.18668 5.91178 0.37
H 6.29029 0.99438 7.18688 0.02
H -1.32683 -3.48936 2.72275 0.27
H 5.11079 -0.75758 5.81535 0.23
C -6.85480 4.14061 -7.47809 -0.28
C 5.49867 0.15722 5.35570 -0.68
H 6.41081 0.07137 11.40789 0.35
H 0.32885 -0.41508 -2.69961 0.14
Cl 2.54709 -1.45899 3.49491 -0.30
C 2.11310 -1.02882 -5.63159 -0.32
C 0.08780 2.18772 1.23192 -0.96
H -2.69106 -0.81014 4.21021 0.28
H 1.55023 -1.63393 -0.86539 0.32
O -3.09092 -3.10624 -2.58068 -0.47
H 0.27455 -1.94702 -4.97186 0.01
H -0.69698 -1.45161 2.00036 0.13
P 1.61957 1.20021 1.80035 0.36
O 2.82569 -1.37489 -4.45311 -0.51
H 4.80073 0.43364 4.55852 -0.01
H 7.60731 -0.68562 10.33025 0.31
H 5.48525 -2.03946 10.40540 0.27
O -6.00475 5.23804 -7.77713 -0.51
O 4.32649 1.53576 6.93868 -0.55
H -6.45854 3.63273 -6.59388 0.26
H 2.74651 3.42678 2.41376 0.31
H -3.85921 3.22462 -6.81022 0.18
H 0.19950 -1.82863 5.06446 0.25
H -2.08009 3.27407 -6.77739 0.30
H 0.38893 -1.72386 -6.73421 0.33
B 1.17018 -0.38444 2.77566 0.05
H -7.85151 4.52363 -7.23828 0.32
C -2.97500 3.01733 -6.20097 -1.09
O -0.79600 -0.36210 -0.98405 -0.50
H 4.01314 0.71660 7.35893 0.31
H -1.03153 0.11980 3.13196 0.19
C 5.55329 -1.11759 9.81961 -0.28
H -5.13361 -3.11869 -2.77686 0.27
O -1.78040 1.31395 -4.99615 -0.45
H 1.75276 -0.00156 -5.52353 0.24
H -2.98855 3.67376 -5.32490 0.40
O 5.84870 -1.45469 8.47223 -0.46
H 3.14866 -2.28567 -4.56263 0.30
C -2.04622 -1.44406 4.96302 -1.10
H 1.23968 -2.71322 -2.24548 0.30
H -0.08485 0.08301 -0.49213 0.11
H -3.39062 -1.14612 -4.36192 0.14
C -4.28552 -1.40285 -3.78550 -0.78
H -4.29907 -0.74642 -2.90943 0.30
H -7.55492 2.33628 -8.44030 0.31
H -0.75750 1.39206 0.97906 0.24
C -0.80164 -3.48374 3.77140 -1.08
H -2.68837 -2.37677 5.31013 0.28
C -4.24834 -2.85745 -3.36480 -0.46
H 4.00234 1.97271 2.29138 0.27
H -7.28250 3.70077 -9.54931 0.34
H 0.37686 2.68852 0.19235 0.35
C -6.90706 3.19041 -8.65647 -0.96
H -3.13640 -2.52880 -1.79946 0.28
C 6.62618 -0.20158 10.37102 -0.96
H -1.87141 -0.76086 5.91341 0.25
C -0.62652 -1.90326 4.23660 0.61
H -3.82309 1.30149 -5.19233 0.19
H 0.24306 -2.80765 -0.77354 0.30
C 0.95141 -1.97990 -5.83197 -0.73
H -5.90469 2.82187 -8.89822 0.26
H 6.47471 -0.05802 4.91185 0.37
C -0.38826 -0.86797 2.98707 -0.56
H -0.32641 2.96353 2.00409 0.32
H 1.30622 -3.01199 -5.91857 0.37
H -1.82587 1.89139 -4.21493 0.25
H 6.69687 0.71231 9.77200 0.22
H 6.71241 -1.90164 8.46447 0.28
H 0.23527 -4.05564 3.75543 0.22
H -1.50762 -4.06683 4.51492 0.33
C -0.19106 -1.10750 -2.03036 0.26
H -4.21267 -3.50923 -4.24270 0.30
H 4.57820 -0.62210 9.84177 0.27
H -0.98327 -1.60553 -2.59707 -0.02
C 2.91952 2.28092 2.68758 -0.78
H -2.90215 0.91096 -6.65817 0.31

---

(2)
92
Properties=species:S:1:pos:R:3:lowdin_spin:R:1 method="wB97M-V/def2-TZVPD" multiplicity=2 gap_ev="8.88 / 3.85" total_energy_ev=-61163.65762 charge=0 e_lumo_ev="0.12 / -4.91"
H -0.70979 3.67266 1.74800 0.02
C 2.50557 -2.49674 -2.03356 0.00
C -1.61381 -1.52764 -3.94344 0.00
C -2.33307 -0.18477 -3.57873 0.00
H 1.93245 2.73118 1.75081 0.00
O -0.79930 1.38592 -0.34898 0.01
H -0.16211 -6.84780 -5.03971 0.00
O -3.47862 -0.04732 -4.34325 0.00
H -0.13550 -3.49553 -0.00969 0.00
H 1.14379 5.49324 2.71041 0.00
H -5.22639 3.92691 3.46995 0.00
H 2.74012 5.13337 5.24619 0.00
H 1.63798 -3.33172 -3.74371 0.00
H -2.34312 1.13935 4.70336 0.00
C 0.00168 -5.94367 -4.45335 0.00
H 1.71175 -1.53113 -3.69790 0.00
H 0.97720 -4.67886 0.36979 0.00
H 2.68661 3.30354 -5.51275 0.00
H 1.17914 5.01511 6.18864 0.00
H 1.22895 5.99919 4.80122 0.00
H -2.17491 -2.23958 -4.54874 0.00
H -3.69804 0.88682 -4.31421 0.00
O 1.49538 1.32257 -4.63535 0.00
H 0.53447 5.02619 0.32301 0.00
C 1.89030 3.52699 -4.80278 0.00
H 3.64550 -1.06735 4.98315 0.00
C 1.65202 5.08103 5.20877 0.00
H -1.24039 0.24200 4.60465 0.00
C -1.87854 -0.72719 2.58718 0.00
H 0.81252 3.47819 -0.36975 0.00
H 2.56182 -0.29751 3.03979 0.00
O 1.13207 0.57763 0.70781 0.00
H 4.22473 -3.33190 -2.30297 0.00
H 1.09048 -5.91081 -4.49284 0.00
H 1.12437 -5.51799 -1.97335 0.00
H 0.00763 2.74616 -4.13579 0.00
H -5.27805 3.05023 1.95884 0.00
C -2.07882 0.74447 2.91348 0.00
H 2.31151 3.61640 -3.80144 0.00
H 1.46209 4.44443 -5.20658 0.00
H 2.79612 4.71668 2.96053 0.00
H -0.82315 -0.98224 2.49121 0.00
N -0.04734 3.00903 2.12329 0.69
N -0.00352 -4.45077 0.29065 0.00
O -0.37899 -0.89004 -0.43816 0.00
H -4.15547 0.43310 3.62244 0.00
O 0.97219 0.59773 -1.62130 0.00
H -2.53432 -0.08921 -2.51174 0.00
H -0.07169 2.38851 1.32675 0.02
H -0.76610 -1.40557 -4.61766 0.00
H -1.62980 1.25931 2.06411 0.00
H -1.70956 0.67375 -3.82823 0.00
C -3.60106 1.10805 2.97040 0.00
H 2.56453 1.61354 3.65173 0.00
H 1.42046 1.07505 -3.71084 0.00
H 2.16045 4.48361 0.00616 0.01
O 1.30149 4.02722 4.22363 0.02
O 1.69281 1.33753 3.94415 0.02
H 3.13622 -2.45456 -4.16510 0.00
H -2.34517 -1.37626 3.32818 0.00
O 3.44424 -3.50925 -1.77289 0.00
O -0.53604 -6.14957 -3.09591 0.00
C 1.19308 4.16029 0.39053 0.06
C -5.08081 2.94240 3.02541 0.00
N -1.47639 1.12982 4.18492 0.07
H 2.49573 -0.28944 6.15182 0.00
H 0.03397 -4.26265 -2.43034 0.00
H 1.14440 -0.65748 3.97585 0.00
C 2.25465 -2.46018 -3.52408 0.00
C 1.25452 3.58375 1.79128 0.06
H 1.61302 -2.71821 -1.44841 0.00
H -0.49769 -6.41846 -0.32125 0.00
H -2.47576 -5.47892 -1.54921 0.00
Cl 0.23134 0.38747 -0.43731 0.00
C -0.57098 -5.38017 -0.64482 0.00
H -5.76776 2.26223 3.52898 0.00
H 3.64528 0.60654 5.24344 0.00
C 2.03720 -0.03244 3.95772 0.00
H -2.15339 -3.85868 -0.99949 0.00
H 0.38187 2.46131 -5.84623 0.00
C 2.96154 -0.23895 5.16765 0.00
H 2.90776 -1.52952 -1.73218 0.00
C 1.71416 4.58946 2.92480 0.01
H -4.01957 0.93919 1.97820 0.00
C -2.01451 -4.90887 -0.74274 0.00
H -2.54333 -5.18234 0.17030 0.00
H -2.20029 -1.05022 1.59712 0.00
O -3.76019 2.52920 3.24908 0.00
C 0.06262 -5.29019 -2.06779 0.00
H -0.40446 -5.05747 -4.94101 0.00
C 0.79772 2.48255 -4.83891 0.00
H -1.18969 -2.04172 -3.08091 0.00

---

(3)
85
Properties=species:S:1:pos:R:3:mulliken_charge:R:1 method="wB97M-V/def2-TZVPD" gap_ev=5.94 total_energy_ev=-68972.67355 charge=-1 e_lumo_ev=2.38
H -0.38525 -5.62611 -3.10402 0.49
H -5.39861 -0.51813 -0.32932 0.12
C -5.60405 1.58204 0.24093 -0.73
H -3.52672 -3.58890 -4.80822 0.22
C 2.67749 -1.73938 1.52874 -1.12
H 3.62875 -1.98722 1.05899 0.29
H 1.42123 -4.35189 -2.04559 0.49
C 3.52461 4.98912 0.03514 -1.05
C -0.56553 -4.57765 -2.84893 -0.45
H -2.86819 -1.88254 -3.64003 0.31
H -2.01570 -4.39042 -5.24622 0.27
N -4.64890 1.58023 1.33286 0.14
Si 2.04370 -0.05892 0.98112 0.51
H -2.80935 0.92053 1.98414 0.53
H 0.18928 -4.69173 -0.82316 0.34
H 0.56350 3.49596 1.74679 0.22
P 5.16212 1.07086 -0.55855 -0.11
H -1.78513 0.52160 -0.17108 0.09
H 4.77207 0.64816 2.47977 -0.02
C 5.94344 2.61099 -1.21614 -1.21
H 1.79517 4.65661 2.28771 0.32
P 2.64770 2.30041 3.84188 0.19
C 6.64874 0.34154 0.26637 -0.68
H 2.92510 5.81733 -0.35032 0.43
C -2.87808 -5.10852 -3.36915 -0.71
C -2.99477 -4.53938 -4.79001 -0.98
H -6.72450 -0.09361 2.64147 0.24
H 6.28546 -0.53940 0.79523 0.25
O 3.05305 1.31618 4.89959 -0.67
C -2.36367 -3.17085 -1.93442 -0.77
H -3.54897 -5.23757 -5.42099 0.40
H -2.46090 2.15250 -0.17621 0.29
H -1.14461 -1.92945 -3.25892 0.26
H 7.29299 0.00101 -0.54678 0.54
H 7.44890 0.81442 2.24090 0.32
P 2.42525 3.52149 0.16649 -0.06
H -5.94708 0.15208 4.19978 0.40
H 0.32090 -3.08312 -1.54893 -0.39
H 6.12155 3.36458 -0.44699 0.32
N -1.95917 -4.47064 -2.44909 0.13
C -5.77291 0.13299 3.12218 -0.99
C -6.18144 0.23269 -0.21197 -0.79
H -2.24753 -1.03406 -2.22806 0.03
H -6.92199 -0.15900 0.48439 0.25
H 6.90586 2.35309 -1.66272 0.41
C 0.39134 -4.15143 -1.74891 -0.68
H -3.42062 -3.24653 -1.66507 0.36
H -6.42073 2.25127 0.52484 0.39
C 7.44719 1.23175 1.23571 -0.94
C 0.36781 0.21512 1.80792 -0.58
H 0.03247 1.23447 1.61040 -0.06
C -2.71315 1.09189 -0.14213 -1.05
H -5.12598 2.05303 -0.62105 0.35
H 8.48342 1.34019 0.91561 0.28
H 0.89119 -0.99198 -0.94295 -0.55
H 2.91736 3.63774 4.25886 0.02
H -3.86772 -5.10821 -2.90311 0.35
H -3.70117 -0.32504 1.12816 0.08
H -6.67056 0.34903 -1.18132 0.37
C 1.63298 -0.19215 -0.85249 -0.32
C -5.20135 1.48360 2.66942 -0.69
H -0.33446 -3.99623 -3.75692 0.25
H 1.16241 0.74354 -1.15915 0.33
C -3.47046 0.75378 1.12990 -0.40
H 2.76996 -1.81117 2.61117 0.33
H -1.83501 -3.00469 -0.99336 0.33
H 4.98144 3.09646 1.93327 -0.06
H 3.94515 5.28645 0.99883 0.25
H -5.97631 2.24997 2.76492 0.37
H 0.72497 5.05263 0.94078 0.41
H -4.40578 1.77022 3.36331 0.41
H 0.37974 0.02771 2.88046 0.49
H 1.94102 -2.48125 1.19982 0.25
H 7.02212 2.22991 1.31881 0.18
H -3.27805 0.84331 -1.04278 0.39
H 2.50739 -0.39352 -1.46412 0.46
H -5.08224 -0.68536 2.91716 0.27
Sb 3.81217 1.78667 1.52485 -0.10
H -2.57902 -6.15930 -3.44258 0.43
H 1.22581 2.35118 3.74788 -0.03
C 1.28185 4.24249 1.41711 -1.19
H 4.33037 4.79720 -0.66714 0.33
C -2.14584 -1.94135 -2.82610 -0.68
H 5.30510 3.02743 -1.99312 0.36
H -0.36866 -0.45670 1.35444 0.23